# C18H30O13S

5 unconnected molecules or ions with the total composition C18H30O13S at a distorted geometry (wB97M-V/def2-TZVPD, the OMol25 dataset).

```
62
Properties=species:S:1:pos:R:3
C -12.69422 -0.46363 -25.70244
C -12.94580 -1.89372 -25.22402
C -12.61449 -2.29828 -23.79506
O -13.84299 -3.02164 -23.48982
C -14.77382 -2.93662 -24.45170
O -15.97187 -3.35273 -24.27318
O -14.19515 -2.39440 -25.47775
H -11.61833 -0.30336 -25.77220
H -13.00492 0.34438 -25.04010
H -13.04955 -0.53378 -26.73051
H -12.47455 -2.42187 -26.05293
H -12.38241 -1.49113 -23.10026
H -11.66955 -2.84064 -23.82702
C -15.01276 4.69728 -25.94040
C -15.84427 4.14668 -24.77059
C -15.17781 3.22801 -23.84192
O -14.99811 4.03450 -22.64632
C -15.53339 5.28936 -22.79794
O -15.39194 6.18618 -21.99251
O -16.21859 5.24834 -23.95484
H -14.02527 5.04926 -25.64193
H -15.47330 5.59227 -26.35872
H -14.86770 3.87322 -26.63897
H -16.80198 3.75509 -25.11344
H -14.20692 2.88205 -24.19657
H -15.87713 2.46443 -23.50133
C -20.62469 -6.73675 -17.85116
C -19.46955 -5.73702 -17.32895
C -18.00294 -6.36432 -17.44193
O -17.31822 -5.45105 -18.16917
C -18.10951 -4.52033 -18.78626
O -17.70427 -3.51544 -19.33649
O -19.35203 -4.64237 -18.30649
H -20.26636 -7.31196 -18.70487
H -21.40897 -6.18151 -18.36566
H -20.95555 -7.35485 -17.01654
H -19.58306 -5.43336 -16.28827
H -18.03755 -7.29631 -18.00610
H -17.39698 -6.43117 -16.53835
C -14.24457 -0.93648 -20.60069
C -13.38591 -0.05774 -19.63194
C -12.14437 0.61853 -20.12011
O -12.68681 1.79214 -20.56708
C -13.83300 2.01810 -19.97672
O -14.55119 2.99324 -19.99031
O -14.19481 1.04618 -19.23521
H -13.66568 -1.84799 -20.74947
H -14.20109 -0.44709 -21.57368
H -15.16446 -1.32602 -20.16461
H -13.05984 -0.64336 -18.77239
H -11.76415 0.05602 -20.97283
H -11.40573 1.02212 -19.42757
C -17.99017 0.36110 -20.81556
S -17.80167 -0.01789 -22.61374
O -16.27120 -0.05132 -22.83741
C -18.51369 -1.66305 -22.45742
H -17.60269 -0.42484 -20.16728
H -19.05065 0.39352 -20.56572
H -17.28398 1.13491 -20.51454
H -18.22047 -2.09540 -21.50076
H -18.10750 -2.29216 -23.24946
H -19.58573 -1.84734 -22.38762
```

Calculated values
energy above the lowest of the compared OMol25 structures with the same formula, charge and spin	391.34	kJ/mol
highest occupied orbital energy	-8.78	eV
LUMO energy	0.447	eV

Atom charges from the Löwdin analysis, given in e for atoms 1 to 4: 0.00, -0.35, -0.04, 0.06

=====

# C7H13N2O3S

A gas-phase ion, C7H13N2O3S (charge +1) at a distorted geometry (wB97M-V/def2-TZVPD, the OMol25 dataset).

```
26
Properties=species:S:1:pos:R:3
C -0.90753 -1.05693 -0.34134
C 0.80477 1.15026 -0.55048
C -1.72397 -0.16533 0.12143
C -0.31264 1.72399 -0.16210
C -3.09027 -0.35205 0.50619
C -0.60784 3.14890 -0.17625
C -0.61253 -2.47331 -0.39189
N 3.44987 1.36579 -0.11722
N 0.76399 -2.68846 0.20562
O 2.08143 -0.22312 1.19938
O 2.28452 -0.77669 -1.04351
O -1.46809 1.16432 0.12049
S 2.20829 0.28577 -0.09705
H -3.37993 -1.32523 0.81617
H -3.45885 0.23087 1.36018
H -3.74025 0.12950 -0.22940
H -0.95727 3.45470 0.71763
H 0.26922 3.79630 -0.32835
H -1.28284 3.28395 -1.05333
H -1.32705 -3.13700 0.18437
H -0.44703 -2.74571 -1.47296
H 3.67664 2.02497 -0.77602
H 4.22593 1.15703 0.49331
H 1.56876 -2.31598 -0.44505
H 1.06841 -3.61553 0.51034
H 0.91427 -2.04099 0.94987
```

Calculated values
energy above the lowest of the compared OMol25 structures with the same formula, charge and spin	785.01	kJ/mol
highest occupied orbital energy (spin up / spin down)	-12.85 / -12.68	eV
charge	+1
LUMO energy (spin up / spin down)	-4.344 / -4.426	eV

Atom charges from the Löwdin analysis, given in e for atoms 1 to 4: 0.11, 0.05, -0.34, -0.39

=====

# C22H22N4O2

A single C22H22N4O2 molecule (wB97M-V/def2-TZVPD, the OMol25 dataset).

```
50
Properties=species:S:1:pos:R:3
C 0.24763 -3.27771 1.58830
H -0.71017 -2.78646 1.44070
H 0.85510 -2.67637 2.25937
H 0.08249 -4.25057 2.04281
C 0.94005 -3.44752 0.24127
N 1.13152 -2.18361 -0.41893
C 0.18344 -1.29396 -0.79934
N -1.11084 -1.37820 -0.59775
C -1.83765 -0.33383 -1.02862
C -3.24459 -0.37670 -0.81353
C -4.01191 0.68484 -1.20609
C -3.44732 1.81576 -1.82347
C -2.10702 1.87628 -2.05693
C -1.26190 0.81000 -1.67295
C 0.12304 0.85294 -1.89126
C 0.86710 -0.21591 -1.44766
C 2.24253 -0.59824 -1.36019
N 2.35962 -1.75649 -0.75663
N 3.34158 0.13220 -1.80753
C 4.29602 0.72185 -1.03358
O 5.21811 1.32304 -1.53465
C 4.07171 0.60212 0.46509
C 2.68522 1.05766 0.82845
C 2.19678 2.26646 0.33815
C 0.89614 2.65090 0.57672
C 0.04098 1.83599 1.32130
C 0.53590 0.65475 1.85943
C 1.84638 0.28067 1.61144
H 2.21647 -0.64742 2.02308
H -0.08867 0.01182 2.45932
O -1.23859 2.28277 1.45430
C -2.15801 1.47928 2.15185
H -2.24600 0.48793 1.69773
H -1.88236 1.37708 3.20688
H -3.11468 1.99344 2.07670
H 0.50545 3.57748 0.18670
H 2.84397 2.89878 -0.25232
H 4.82902 1.21671 0.95695
H 4.21731 -0.43879 0.75800
H 3.42437 0.29248 -2.80346
H 0.57533 1.70457 -2.37892
H -1.66192 2.73806 -2.53266
H -4.09085 2.63354 -2.11172
H -5.07977 0.66000 -1.04008
C -3.83348 -1.58584 -0.15811
H -4.91659 -1.51181 -0.10880
H -3.43909 -1.69977 0.85058
H -3.55642 -2.47918 -0.71397
H 1.93179 -3.88866 0.35705
H 0.33274 -4.09240 -0.40304
```

Calculated values
energy above the lowest of the compared OMol25 structures with the same formula, charge and spin	45.60	kJ/mol
highest occupied orbital energy	-7.94	eV
LUMO energy	-0.285	eV
SMILES	CCn1nc(NC(=O)Cc2ccc(OC)cc2)c2cc3cccc(C)c3nc21

Atom charges from the Löwdin analysis, given in e for atoms 1 to 4: -0.07, 0.05, 0.06, 0.07

=====

# C40H92F3N6O7S

7 unconnected molecules or ions with the total composition C40H92F3N6O7S at a distorted geometry (wB97M-V/def2-TZVPD, the OMol25 dataset).

```
149
Properties=species:S:1:pos:R:3
C -16.25544 13.32432 0.81786
F -16.95632 12.77621 1.85232
F -16.86581 12.93805 -0.30567
F -16.24650 14.70084 0.91983
S -14.50617 12.62213 0.80750
O -13.64504 13.30543 1.73162
O -14.65207 11.21794 1.13126
O -14.05580 12.75724 -0.58835
C -18.40385 11.66873 4.60013
C -17.97543 10.61639 5.66256
N -16.43371 10.34279 5.78364
C -16.24060 9.02774 6.68116
C -15.79410 10.17535 4.38676
C -16.35759 9.00108 3.47238
C -15.66573 11.56842 6.38392
C -16.31539 12.14346 7.72390
O -16.39205 11.17375 8.76280
C -17.41496 11.27862 9.84356
H -17.66049 12.45767 4.71453
H -19.44564 11.97927 4.67983
H -18.31650 11.25552 3.59528
H -18.27833 9.63067 5.30941
H -18.37133 10.74426 6.67004
H -15.20369 9.08816 7.01172
H -16.35583 8.06010 6.19279
H -16.93547 9.11382 7.51653
H -14.72680 10.05971 4.57547
H -15.88823 11.17463 3.96171
H -17.41539 9.13951 3.24875
H -16.12925 8.06126 3.97506
H -15.81445 8.93790 2.52946
H -15.61948 12.44168 5.73325
H -14.64441 11.22085 6.53945
H -17.35091 12.46304 7.60701
H -15.77084 13.02529 8.06148
H -17.28483 12.21443 10.38710
H -17.18715 10.45221 10.51678
H -18.44373 11.03924 9.57444
C -17.70006 19.07059 3.50390
C -18.42439 17.75271 3.50248
O -18.22055 16.78249 4.22644
N -19.55228 17.66257 2.38888
H -20.42124 17.95599 2.81187
H -19.23900 18.31105 1.68076
C -19.66735 16.21485 1.93441
H -18.48485 19.77930 3.76836
H -17.34098 19.28101 2.49649
H -16.81294 19.19672 4.12454
H -20.13353 16.03437 0.96581
H -20.14437 15.61146 2.70672
H -18.62555 15.98338 1.71264
C -16.64800 7.65537 -4.74227
C -15.83251 8.54222 -3.77885
O -14.65032 8.26190 -3.63465
N -16.57390 9.62412 -3.00599
H -17.04765 10.19353 -3.69259
H -17.27330 9.21325 -2.40421
C -15.58398 10.46911 -2.13612
H -17.42118 8.31697 -5.13288
H -17.20117 6.92309 -4.15416
H -15.99502 7.33832 -5.55541
H -14.78534 10.86644 -2.76254
H -15.29199 9.84022 -1.29508
H -16.28651 11.20816 -1.75097
C -10.55992 15.66503 4.52447
C -11.09346 14.58746 3.54024
O -10.37676 14.18790 2.57061
N -12.25750 13.75004 3.96956
H -12.74703 14.08599 4.78661
H -13.04151 13.90107 3.35100
C -11.87396 12.20572 4.03803
H -10.34531 15.23713 5.50373
H -11.38786 16.37385 4.51114
H -9.72235 16.07391 3.95931
H -11.01478 12.05946 4.69262
H -11.63328 11.78055 3.06365
H -12.74574 11.69615 4.44844
C -8.82899 13.88271 -1.18286
C -9.61674 15.28640 -1.13495
C -11.09599 15.33917 -0.63947
C -11.48359 16.85100 -0.49323
N -12.90129 17.11340 0.07985
C -13.13866 18.70311 0.26006
C -14.03707 18.84864 1.49547
C -14.19316 17.54353 2.20519
C -13.13054 16.61599 1.53083
C -14.07959 16.56959 -0.80954
C -14.06345 16.96170 -2.33219
C -14.99530 15.95408 -3.07096
H -9.35668 13.11661 -1.75095
H -8.64281 13.45473 -0.19784
H -7.94871 14.00147 -1.81462
H -9.58603 15.72074 -2.13421
H -9.03110 15.95646 -0.50555
H -11.17504 14.74422 0.27040
H -11.59074 14.75747 -1.41726
H -11.54562 17.31463 -1.47776
H -10.89136 17.47131 0.17950
H -13.50316 19.02848 -0.71431
H -12.24466 19.30558 0.42093
H -15.03736 19.24438 1.31963
H -13.54081 19.50860 2.20702
H -15.19448 17.11742 2.14292
H -13.99927 17.59211 3.27671
H -13.46469 15.58083 1.46090
H -12.12810 16.69658 1.95124
H -15.00094 16.86092 -0.30520
H -14.00533 15.48312 -0.76275
H -13.08995 16.83416 -2.80563
H -14.40333 17.96600 -2.58507
H -15.12236 16.08975 -4.14499
H -15.97715 15.80059 -2.62316
H -14.47356 15.00321 -2.96258
C -12.11272 12.19532 -3.61109
C -10.99926 12.92700 -4.41619
C -10.06968 11.93346 -5.25142
C -9.44449 12.69468 -6.53782
N -8.79629 11.67333 -7.47459
C -7.87398 10.66594 -6.73222
C -8.65602 9.32990 -6.77277
C -9.34095 9.33084 -8.08931
C -9.91713 10.73080 -8.15826
C -7.94804 12.46102 -8.56182
C -6.81252 13.29616 -7.95592
C -5.69959 13.60560 -8.99849
H -12.82779 11.72063 -4.28299
H -12.54326 12.92807 -2.92859
H -11.75532 11.47078 -2.87938
H -10.53238 13.57533 -3.67472
H -11.53948 13.60406 -5.07789
H -10.74880 11.10338 -5.44602
H -9.43598 11.53875 -4.45724
H -8.58394 13.24800 -6.16178
H -10.08244 13.34060 -7.14106
H -6.92349 10.58014 -7.25883
H -7.54613 10.95779 -5.73450
H -7.90381 8.54224 -6.81604
H -9.42363 9.07984 -6.04042
H -8.73825 9.17349 -8.98379
H -10.18463 8.64074 -8.09724
H -10.35500 11.07169 -9.09644
H -10.73431 10.86405 -7.44933
H -8.67941 13.05744 -9.10724
H -7.70812 11.67817 -9.28132
H -6.26253 12.54706 -7.38632
H -7.10302 14.14733 -7.34012
H -5.04498 14.28599 -8.45383
H -6.06299 14.09513 -9.90205
H -5.03693 12.74598 -9.09871
```

Calculated values
highest occupied orbital energy	-18.74	eV
charge	+5
LUMO energy	-10.221	eV

Atom charges from the Löwdin analysis, given in e for atoms 1 to 4: -0.57, 0.10, 0.13, 0.08

=====

Calculated values (a.u.) of DFT total energy for the records, taken in order: -2080.06237; -1007.46519; -1221.08546; -3130.35071.